The molecule C3H2FNOS at a distorted geometry. Source: OMol25; level of theory: ωB97M-V/def2-TZVPD.

Structure (XYZ):
```
9
Properties=species:S:1:pos:R:3:forces:R:3
C -0.178 -0.980 -0.482 -1.99 1.89 0.27
C -0.988 0.121 -0.572 1.66 -0.85 -0.31
C -0.728 -3.284 0.273 -0.17 -1.14 0.45
N -0.421 -2.189 0.044 -1.25 -0.39 0.37
O -3.331 1.469 -0.826 0.73 -1.16 0.20
F -3.178 -0.846 0.412 0.46 1.38 -0.70
S -2.566 0.707 0.152 0.03 -0.95 0.57
H 0.807 -1.034 -0.839 1.23 1.06 -0.85
H -0.402 0.933 -1.015 -0.71 0.16 0.00
```
Positions in Å, forces in eV/Å.

E_tot = -743.44761 Eh
Net charge = 0
Relative energy (zero: lowest compared OMol25 entry of this formula, charge and spin) = 240.61 kJ/mol
Highest occupied orbital energy = -0.3870 hartree
Gap between HOMO and LUMO = 9.7 eV

A cluster of 2 separate species, C28H24F6N4 in total at a distorted geometry. Source: OMol25; level of theory: ωB97M-V/def2-TZVPD.

Structure (XYZ):
```
62
Properties=species:S:1:pos:R:3:forces:R:3
C 4.610 2.921 0.968 -0.52 0.56 0.01
N 4.587 1.722 0.167 1.39 -0.26 0.35
C 5.841 1.311 -0.446 -0.67 -0.02 0.56
C 5.945 1.973 -1.793 -0.75 0.83 -1.32
F 7.082 1.704 -2.484 -0.87 0.17 0.66
F 4.873 1.591 -2.573 1.20 0.31 0.51
F 5.841 3.340 -1.659 0.36 -1.16 -0.26
C 3.416 1.042 -0.026 -0.95 -0.52 -0.38
C 3.359 -0.374 0.040 0.12 0.66 -0.02
C 2.152 -1.014 -0.111 -0.39 0.09 -0.26
C 0.962 -0.298 -0.436 0.70 0.27 0.09
C -0.257 -1.029 -0.559 -0.01 -0.82 -0.12
C -1.538 -0.438 -0.807 -0.88 0.18 0.37
C -2.550 -1.197 -1.458 0.70 -0.01 -0.03
C -3.716 -0.606 -1.885 -0.35 0.64 0.05
C -3.956 0.765 -1.624 0.97 -0.49 0.31
N -5.134 1.388 -2.049 -0.87 0.28 0.18
C -5.585 1.199 -3.417 0.10 0.22 -0.16
C -6.210 1.586 -1.073 0.71 -0.38 -0.26
C -6.096 2.904 -0.363 0.58 1.30 0.49
F -7.216 3.220 0.350 0.93 -0.30 -0.65
F -5.042 2.892 0.525 -1.22 0.25 -0.67
F -5.856 3.923 -1.250 -0.36 -0.75 0.96
C -3.002 1.508 -0.894 -0.73 -0.38 -0.36
C -1.868 0.892 -0.415 0.54 -0.27 -0.12
C 1.082 1.111 -0.643 -0.32 -0.32 0.50
C 2.244 1.777 -0.335 0.48 -0.27 -0.05
H 3.859 2.825 1.768 0.36 0.10 -0.19
H 5.611 3.035 1.407 -0.36 0.07 -0.06
H 4.367 3.820 0.377 0.21 -0.11 0.28
H 6.660 1.666 0.188 0.07 -0.34 -0.22
H 5.861 0.227 -0.587 0.26 0.20 0.02
H 4.276 -0.919 0.267 -0.37 0.00 -0.02
H 2.087 -2.095 0.014 0.03 0.24 0.03
H -0.158 -2.107 -0.752 -0.10 0.62 -0.06
H -2.380 -2.259 -1.633 0.02 0.26 -0.05
H -4.473 -1.176 -2.428 0.25 0.07 0.26
H -4.940 0.481 -3.940 -0.29 0.18 0.11
H -6.626 0.850 -3.407 0.27 -0.08 -0.34
H -5.533 2.161 -3.953 -0.13 -0.34 0.00
H -7.169 1.570 -1.603 0.15 -0.07 0.31
H -6.155 0.809 -0.299 -0.34 0.07 -0.10
H -3.182 2.570 -0.740 0.05 -0.38 0.18
H -1.221 1.435 0.275 -0.18 -0.23 -0.34
H 0.253 1.686 -1.055 0.28 -0.27 0.19
H 2.311 2.866 -0.418 -0.05 -0.47 -0.11
C -0.614 -2.220 1.726 -0.07 0.34 -0.13
C -0.842 -0.909 2.173 -0.67 2.63 1.07
N -1.011 0.198 2.539 0.44 -2.20 -0.76
C 0.510 -2.954 2.292 0.75 -0.49 0.08
C 0.701 -4.317 1.949 0.32 0.37 0.15
C 1.798 -5.016 2.451 -0.19 0.23 0.21
C 2.666 -4.404 3.367 0.05 0.19 -0.18
C 2.494 -3.052 3.699 -0.23 -0.27 -0.14
C 1.427 -2.325 3.171 -0.15 -0.38 -0.29
C -1.739 -2.961 1.302 -2.14 -1.29 -0.49
N -2.669 -3.608 0.989 1.91 1.34 0.34
H -0.023 -4.820 1.299 0.33 0.24 0.19
H 1.962 -6.047 2.133 -0.08 0.27 0.25
H 3.474 -4.981 3.824 -0.20 0.23 -0.25
H 3.187 -2.559 4.383 -0.21 -0.20 -0.13
H 1.261 -1.286 3.470 0.11 -0.35 -0.19
```
Positions in Å, forces in eV/Å.

E_tot = -1899.52589 Eh
Net charge = 0
Relative energy (zero: lowest compared OMol25 entry of this formula, charge and spin) = 0.00 kJ/mol
Highest occupied orbital energy = -0.2607 hartree
Gap between HOMO and LUMO = 5.3 eV

A cluster of 5 separate species, C27H53N5O14P in total at a distorted geometry. Source: OMol25; level of theory: ωB97M-V/def2-TZVPD.

Structure (XYZ):
```
100
Properties=species:S:1:pos:R:3:forces:R:3
C -6.677 -4.350 -3.519 -0.30 0.04 -0.60
O -5.438 -4.406 -2.799 -0.43 -0.42 -0.06
C -4.938 -5.748 -2.761 -0.11 -0.48 -0.27
C -3.559 -5.865 -1.983 -0.84 -0.12 -0.26
C -2.749 -4.515 -1.980 0.02 -0.47 -0.59
C -1.337 -4.638 -1.253 -0.89 -0.85 0.59
C -1.267 -3.768 0.073 -0.42 1.21 -0.90
C -0.087 -2.735 0.121 1.41 0.50 0.76
C 0.945 -2.927 1.159 0.95 1.65 -1.32
C 0.966 -4.073 2.211 -0.22 0.62 0.36
C 0.514 -3.437 3.614 -0.50 0.29 0.08
C -0.685 -2.404 3.397 0.12 -0.48 0.58
C 0.142 -4.542 4.682 0.50 0.88 -0.16
C 2.040 -1.921 1.236 -1.34 0.12 -1.56
C 3.159 -2.059 2.303 0.26 0.45 0.28
C 2.038 -0.791 0.288 0.42 -1.99 1.57
C 3.192 0.252 0.458 -0.38 0.18 0.42
C 3.009 1.088 1.790 -0.26 0.99 -0.36
C 1.591 1.736 1.985 0.11 0.25 0.86
O 1.433 2.990 1.296 -0.12 -0.49 1.26
C 0.935 3.946 2.264 0.48 1.05 -0.42
N 1.041 -0.661 -0.699 1.47 -0.82 2.69
P 1.006 0.670 -1.895 -2.76 0.34 -4.30
O 2.479 0.847 -2.672 -0.70 1.12 2.47
O 0.469 2.108 -1.228 1.52 -1.21 0.16
C -0.007 -1.591 -0.803 -0.56 -1.99 1.61
C -1.144 -1.453 -1.852 0.10 0.93 -0.53
C -0.740 -1.849 -3.345 -0.34 -0.45 0.39
C 0.765 -2.226 -3.558 0.06 0.84 -1.73
O 1.392 -1.560 -4.342 -0.17 -0.39 0.85
O 1.423 -3.295 -2.942 -1.30 0.20 -0.30
H -6.498 -4.495 -4.627 -0.14 0.12 1.06
H -7.163 -3.348 -3.373 0.67 -0.94 0.00
H -7.402 -5.146 -3.192 0.69 0.65 -0.11
H -4.838 -6.128 -3.821 0.08 0.40 0.89
H -5.731 -6.397 -2.280 0.88 0.48 -0.34
H -2.996 -6.701 -2.486 -0.33 0.91 0.52
H -3.811 -6.240 -0.951 0.53 0.64 -0.77
H -3.414 -3.730 -1.535 0.74 -0.63 -0.25
H -2.604 -4.222 -3.060 -0.18 -0.29 1.04
H -0.472 -4.460 -1.934 -0.84 0.06 0.64
H -1.269 -5.719 -0.925 0.18 1.10 -0.43
H -2.210 -3.143 0.101 0.96 -0.71 0.15
H -1.316 -4.433 0.965 0.36 0.77 -0.72
H 1.999 -4.522 2.279 -1.08 0.56 -0.07
H 0.276 -4.923 1.984 0.53 0.88 -0.04
H 1.343 -2.824 4.063 -0.58 -0.76 -0.59
H -1.462 -2.805 2.686 0.79 0.48 0.67
H -0.303 -1.406 3.046 -0.46 -0.99 0.17
H -1.191 -2.240 4.390 0.48 -0.11 -0.98
H 0.074 -4.011 5.674 -0.19 -0.66 -0.93
H 0.995 -5.263 4.779 -0.96 0.36 -0.18
H -0.836 -5.040 4.441 1.03 0.32 0.25
H 3.369 -3.112 2.618 -0.39 0.89 -0.50
H 4.147 -1.624 1.983 -1.12 -0.47 0.11
H 2.883 -1.498 3.244 0.17 -0.61 -1.00
H 4.198 -0.254 0.536 -1.20 0.27 -0.39
H 3.273 0.977 -0.389 -0.28 -0.74 0.64
H 3.739 1.949 1.726 -0.73 -0.89 0.13
H 3.262 0.538 2.728 -0.20 0.16 -1.02
H 1.496 1.963 3.090 0.12 -0.51 -1.05
H 0.723 1.068 1.730 0.82 0.28 0.06
H 1.738 4.147 3.028 -0.93 -0.30 -0.48
H 0.776 4.920 1.723 -0.03 -1.07 0.47
H -0.017 3.607 2.752 0.85 0.30 -0.43
H 2.851 1.739 -2.486 0.06 -0.61 -0.08
H -0.395 2.262 -1.660 0.50 -0.15 0.26
H -1.463 -0.372 -1.865 0.31 -1.19 0.01
H -2.070 -2.026 -1.595 1.29 0.39 0.24
H -0.979 -0.998 -4.040 0.65 -0.85 0.78
H -1.423 -2.687 -3.669 0.95 0.60 0.37
H 1.018 -4.123 -3.268 0.21 0.38 0.37
C -5.494 -0.074 -0.422 -0.25 0.16 -0.05
N -4.041 0.018 -0.119 -0.11 0.19 0.01
O -3.541 1.125 -0.087 0.13 -0.38 -0.04
O -3.451 -1.031 0.077 -0.03 0.26 0.04
H -5.883 0.929 -0.573 0.14 -0.05 0.04
H -5.604 -0.670 -1.326 0.03 -0.10 0.14
H -5.977 -0.552 0.427 0.08 -0.10 -0.10
C 1.632 7.605 3.585 -0.16 -0.03 0.73
N 0.789 7.094 4.701 0.19 0.09 0.13
O 0.602 7.830 5.649 -0.10 -0.34 -0.16
O 0.344 5.964 4.581 -0.02 0.19 0.12
H 1.955 8.609 3.826 -0.16 -0.18 0.20
H 2.485 6.936 3.489 -0.15 -0.08 -0.11
H 1.027 7.602 2.689 -0.03 -0.19 0.23
C 3.340 9.328 -0.140 0.19 0.23 -0.09
N 2.492 8.824 0.973 0.08 0.20 -0.08
O 2.307 9.571 1.919 0.09 -0.23 -0.82
O 2.045 7.692 0.852 0.24 0.60 -0.23
H 3.666 10.337 0.100 -0.09 -0.10 0.08
H 4.192 8.658 -0.232 -0.14 -0.06 -0.08
H 2.734 9.322 -1.043 0.06 -0.15 0.05
C 3.434 4.124 -4.506 -0.13 -0.18 -0.22
N 4.131 5.402 -4.202 0.13 0.20 -0.07
O 4.534 6.056 -5.142 -0.09 -0.11 0.31
O 4.245 5.698 -3.027 -0.03 -0.07 -0.23
H 3.404 3.987 -5.583 0.06 0.07 0.09
H 3.998 3.323 -4.031 -0.03 0.08 0.02
H 2.427 4.194 -4.098 0.10 0.00 0.07
```
Positions in Å, forces in eV/Å.

E_tot = -2728.36820 Eh
Net charge = +1
Highest occupied orbital energy = -0.4228 hartree
Gap between HOMO and LUMO = 8.0 eV